Entry 1:
Here is a structure of composition C46H64IrN7OSeSi from OMol25. Energies are from ωB97M-V with the def2-TZVPD basis set.

```
! RIJCOSX wB97M-V def2-TZVPD def2/J DEFGRID3
* xyz 3 6
H -0.98 -4.08 0.20
C 1.72 -2.57 -5.08
H -3.38 2.77 2.07
C -6.56 2.03 1.21
C 6.99 -3.07 -2.27
C -0.71 2.43 -1.71
H -5.70 2.26 -1.42
H -6.48 -1.65 0.33
O -2.66 0.63 0.55
H 3.50 0.73 -6.71
H 6.63 -2.30 -0.29
N -0.65 0.06 -1.49
N 1.74 -0.11 1.38
H -0.29 4.46 0.15
H 6.80 -0.44 -1.93
H 0.06 -4.01 -1.22
H 7.30 -4.02 -1.82
H 1.52 -3.01 -4.11
H 5.34 -3.86 -3.45
H -1.72 1.64 -4.24
H 3.00 -2.89 -6.78
H 2.88 0.68 3.00
H -1.14 1.49 2.75
C 4.29 0.78 -5.98
H -0.47 4.56 -1.95
C 0.85 1.35 3.12
H 5.49 -0.28 -0.79
N -0.34 2.40 -0.43
H 2.25 -5.31 -5.04
C -5.17 1.91 1.27
H 0.14 3.77 2.59
N -0.29 1.70 2.24
C -7.21 3.07 1.85
H -1.88 3.87 -2.74
H -6.95 -0.68 1.75
H 7.34 2.22 -5.50
H -4.54 4.64 3.21
C -1.47 -1.53 -3.02
H 2.44 1.82 1.74
C -6.48 4.01 2.58
Si -4.24 0.60 0.39
H -4.33 -1.82 -1.51
C 2.08 0.97 2.32
C -5.10 3.90 2.65
H 1.08 2.18 3.79
C 6.48 1.61 -5.27
C -1.69 -0.50 -3.92
C -0.96 1.13 -2.31
H -2.10 -0.72 -4.90
H 7.27 0.97 -3.39
H -0.48 -1.93 2.49
C 0.10 3.48 0.45
H -1.45 3.42 1.92
H 7.92 -2.51 -2.45
H 0.78 -2.61 -5.63
C -4.85 -1.20 1.70
H 2.22 -0.71 -5.96
N -0.36 -1.48 0.48
H -2.85 -1.94 1.27
N 3.31 -0.77 -4.24
C 1.59 -1.46 1.95
C -0.98 -1.24 -1.76
Ir -0.41 0.57 0.37
H 1.74 -1.43 3.03
H 0.33 -3.18 1.56
H -6.61 1.99 -3.68
H -7.15 1.34 0.62
H 2.41 -0.14 0.62
H 0.53 0.51 3.73
H 1.24 -0.50 -4.51
C -0.83 -3.59 -0.76
C -4.55 -0.65 3.07
H 1.49 -4.90 -6.58
H -1.68 -3.85 -1.39
H -1.72 -2.55 -3.29
H -6.99 4.81 3.09
C -0.40 3.16 1.86
C -4.83 -0.97 -1.97
C 6.12 -2.33 -1.26
H -0.28 3.61 -3.43
C 6.31 -3.37 -3.61
C -3.89 -2.28 1.25
H -3.99 -3.09 1.98
H 6.13 -2.46 -4.20
C -5.59 1.30 -1.93
C 5.30 0.15 -3.85
C -0.83 3.69 -2.49
H -5.31 -2.09 -3.74
C -5.37 -1.13 -3.24
C 3.72 -1.16 -3.01
C 5.41 1.54 -6.21
C 4.25 0.08 -4.77
H 5.20 -2.88 -1.09
C -4.45 2.86 2.01
H -4.71 -1.48 3.77
C 2.04 -1.09 -4.96
C -0.73 -2.10 -0.63
H 2.38 -2.10 1.54
C -6.10 1.16 -3.21
C 0.21 -2.11 1.66
H 6.91 -4.03 -4.22
H -6.55 -2.38 1.94
C 2.41 -4.81 -6.00
H 1.19 3.54 0.41
C -6.01 -0.06 -3.86
C -1.47 0.85 -3.56
H -4.13 -2.69 0.28
C -6.29 -1.46 1.39
H -8.29 3.16 1.79
H -5.23 0.16 3.35
C 6.45 0.92 -4.09
C 5.85 -0.87 -1.62
H 3.74 -3.30 -5.24
H -6.44 -0.19 -4.84
Se 2.69 -2.09 -1.78
H -3.52 -0.32 3.17
H 5.49 2.10 -7.13
C -4.93 0.24 -1.28
H 3.18 -5.36 -6.53
N 4.95 -0.65 -2.78
C 2.80 -3.36 -5.81
*
```

Results
M, u: 1030.3
Electronic energy, hartree: -5044.1713
Orbital gap (alpha / beta), Ha: 0.19542 / 0.18622
Maximum force, hartree/bohr: 0.013
Highest occupied orbital energy (alpha / beta), eV: -13.12 / -15.35

---

Entry 2:
Here is a structure of composition C46H68N12PS2V from OMol25. Energies are from ωB97M-V with the def2-TZVPD basis set.

```
! RIJCOSX wB97M-V def2-TZVPD def2/J DEFGRID3
* xyz 1 4
H -5.04 1.16 2.57
C 4.03 -1.46 -2.65
C 1.92 1.18 -7.26
C 2.12 0.98 -2.56
C -4.38 -1.76 -1.09
N -3.93 -2.38 3.08
H -4.62 -3.63 4.59
C -4.29 -3.19 1.94
H -5.49 0.53 4.17
C 2.46 1.41 -4.95
H 0.21 -1.09 3.50
H 5.06 0.07 1.99
H 4.13 -0.99 -3.64
C 2.77 1.73 3.58
N 0.94 -3.25 -2.79
C -5.27 0.29 -0.22
C -0.65 2.20 1.22
C -4.99 0.28 3.23
C -1.46 2.81 -5.29
C -2.73 1.02 3.70
H 0.30 -0.15 -7.71
C -3.13 -1.15 -1.21
C -0.54 2.72 -3.07
H 2.09 1.44 -8.30
C 3.58 -3.67 -3.63
S 2.20 1.15 -0.83
C -4.03 0.90 -0.35
C -5.45 -1.03 -0.59
N 1.17 -1.80 1.77
C -4.72 -2.59 4.28
H -4.51 -2.79 -1.39
C -2.32 1.78 -4.98
H 1.07 -4.11 -4.73
C -0.14 -3.92 -2.13
H -1.77 0.68 4.07
C -1.30 -2.59 2.27
C 1.17 -1.53 3.23
C -1.41 1.67 -2.75
C 2.40 -2.54 1.40
H 3.64 -0.73 -1.96
C -1.01 4.52 1.71
C 2.25 -0.58 3.75
H -2.32 3.72 -1.30
H 3.19 -2.29 2.11
H 3.66 -2.86 -0.31
H -3.87 -2.77 1.03
C -1.82 3.60 -0.35
C 1.48 0.47 -4.61
H -3.91 1.94 -0.07
V 0.54 -0.43 0.04
C 3.00 4.18 3.38
H 2.22 -3.61 1.49
H -0.89 5.37 2.38
H 1.25 -2.49 3.76
C 2.88 -2.16 0.01
N 1.86 0.81 3.63
H 5.56 3.04 2.99
H -0.95 0.32 1.95
H -5.38 -3.19 1.82
H 3.46 2.48 -6.53
H 6.01 1.55 3.82
H -5.78 -2.39 4.12
H 1.21 2.25 5.49
H 2.18 4.87 3.17
C 0.91 0.27 -6.93
C -2.95 0.18 -0.85
C -0.50 3.29 2.07
H 4.60 -3.95 -3.37
H 3.34 -1.16 0.06
H 5.03 -1.78 -2.32
H -3.96 -4.23 2.05
H 0.15 3.09 -2.33
H -6.42 -1.50 -0.50
P -1.29 0.90 -1.10
H -1.92 -3.36 1.81
H -5.54 -0.52 2.74
H 3.57 -3.36 -4.68
C -0.05 -2.60 1.40
H -3.03 1.41 -5.72
H 3.39 0.39 1.50
C 0.68 -0.09 -5.61
H -2.29 -1.71 -1.59
C -1.69 4.68 0.51
H 3.73 4.70 4.01
N 3.14 -2.61 -2.74
H -3.19 1.66 4.45
N 1.74 -2.15 -0.90
C -0.57 3.28 -4.33
H 0.11 4.09 -4.57
N -1.95 -1.30 2.36
C -2.30 1.20 -3.71
C 1.94 -2.63 -2.11
H -0.34 -2.36 0.36
H -2.10 5.64 0.24
H 2.94 -4.54 -3.52
H 4.64 1.55 1.09
C 0.83 -3.16 -4.24
H -1.06 -2.98 3.27
H -0.20 -2.90 -4.49
H -6.11 0.86 0.17
H -2.57 1.63 2.80
H 3.22 -0.82 3.31
H 0.26 -3.65 1.30
H -1.07 -3.34 -2.15
C -3.12 -1.26 2.92
H -4.36 -1.95 5.08
N -3.61 -0.10 3.44
N 1.33 0.22 -3.25
H 3.47 3.92 2.44
H -0.12 -0.76 -5.34
N -0.17 0.91 1.59
C -1.29 2.35 -0.01
H 0.49 0.99 2.37
H 1.48 -2.38 -4.62
H 0.02 3.14 3.01
N 4.06 1.54 3.11
S 3.18 2.02 -3.50
C 2.70 1.76 -6.28
H -0.34 -4.87 -2.63
H 0.13 -4.12 -1.10
H -1.47 3.26 -6.28
C 4.30 0.85 1.86
C 1.56 3.21 5.12
H 2.07 3.76 5.92
H 4.94 2.70 4.62
H -2.99 0.40 -3.48
N 2.47 2.99 4.02
H 2.36 -0.82 4.81
C 5.20 2.25 3.66
H 0.69 3.81 4.82
*
```

Results
M, u: 935.2
Electronic energy, hartree: -4532.3362
Orbital gap (alpha / beta), Ha: 0.28164 / 0.29536
Maximum force, hartree/bohr: 0.015
Highest occupied orbital energy (alpha / beta), eV: -9.15 / -9.54

---

In order of appearance, relative energy (zero: lowest compared OMol25 entry of this formula, charge and spin) = 17.39, 0.00 kcal per mole.